Here is one molecule with the formula C28H32N2O5 from OMol25. Energies are from wB97M-V/def2-TZVPD.

## Properties
SMILES	COc1ccc([C@@H](CC(=O)N2CCN(c3ccccc3)CC2)c2c(O)cc(OC)cc2OC)cc1
Kohn-Sham gap	0.3073	Ha
molecular weight	476.6	g/mol
HOMO	-7.7355	eV
relative energy (zero: lowest compared OMol25 entry of this formula, charge and spin)	1.3897	eV

Structure (XYZ):
```
67
Properties=species:S:1:pos:R:3:lowdin_charge:R:1
C 5.893 -2.445 3.935 -0.10
H 5.807 -3.535 3.871 0.09
O 5.783 -1.841 2.671 -0.09
C 4.622 -2.012 1.969 -0.28
C 4.574 -1.410 0.712 0.01
C 3.446 -1.518 -0.070 -0.01
C 2.325 -2.221 0.368 -0.18
C 2.387 -2.825 1.612 -0.03
C 3.518 -2.727 2.410 -0.02
H 3.519 -3.216 3.372 0.10
H 1.550 -3.392 1.990 0.11
C 1.123 -2.291 -0.545 -0.18
C 0.811 -0.918 -1.102 -0.08
C 0.652 0.197 -0.276 -0.21
C 0.428 1.463 -0.808 0.05
C 0.337 1.624 -2.184 -0.27
C 0.452 0.517 -3.017 0.05
C 0.707 -0.737 -2.483 -0.26
O 0.908 -1.809 -3.289 0.07
H 0.729 -1.568 -4.206 0.12
H 0.377 0.660 -4.085 0.13
O 0.152 2.818 -2.812 -0.08
C 0.322 4.000 -2.065 -0.08
H -0.462 4.123 -1.313 0.06
H 0.257 4.813 -2.787 0.10
H 1.304 4.023 -1.581 0.10
H 0.314 2.312 -0.157 0.10
O 0.725 -0.041 1.070 -0.10
C 0.878 1.051 1.942 -0.06
H 1.049 0.616 2.926 0.10
H 1.741 1.664 1.665 0.10
H -0.019 1.678 1.974 0.08
C -0.128 -2.909 0.110 -0.04
C -1.277 -2.745 -0.867 -0.45
O -1.305 -3.341 -1.927 0.07
N -2.260 -1.869 -0.531 -0.03
C -2.423 -1.252 0.773 -0.11
H -1.545 -0.647 1.019 0.11
C -3.653 -0.342 0.743 -0.14
N -3.555 0.607 -0.334 -0.08
C -3.165 1.915 -0.142 -0.23
C -3.261 2.825 -1.204 -0.02
C -2.960 4.159 -1.029 -0.11
C -2.535 4.636 0.202 -0.12
C -2.414 3.745 1.254 -0.10
C -2.721 2.408 1.090 -0.04
H -2.603 1.751 1.939 0.09
H -2.071 4.093 2.219 0.10
H -2.300 5.681 0.337 0.10
H -3.060 4.838 -1.864 0.11
H -3.598 2.488 -2.171 0.11
C -3.387 -0.003 -1.644 -0.12
H -4.248 0.223 -2.287 0.12
C -3.251 -1.522 -1.528 -0.12
H -2.906 -1.939 -2.476 0.13
H -4.217 -1.983 -1.291 0.13
H -2.482 0.400 -2.117 0.12
H -4.559 -0.941 0.600 0.12
H -3.761 0.175 1.694 0.12
H -2.553 -2.021 1.545 0.13
H -0.320 -2.430 1.064 0.10
H 0.039 -3.977 0.259 0.13
H 1.379 -2.919 -1.405 0.15
H 3.427 -1.047 -1.042 0.13
H 5.439 -0.862 0.372 0.12
H 6.886 -2.185 4.301 0.09
H 5.141 -2.062 4.633 0.09
```

***

Here is a 2-piece molecular cluster, C28H32N2O7 overall from OMol25. Energies are from wB97M-V/def2-TZVPD.

## Properties
Kohn-Sham gap	0.1540	Ha
molecular weight	508.6	g/mol
HOMO	-5.8922	eV
relative energy (zero: lowest compared OMol25 entry of this formula, charge and spin)	3.2530	eV

Structure (XYZ):
```
69
Properties=species:S:1:pos:R:3:lowdin_charge:R:1
C 2.727 -1.857 -0.304 -0.02
O 1.514 -2.001 -1.062 -0.08
C 1.543 -2.512 -2.310 -0.22
C 2.612 -3.182 -2.938 0.00
C 2.424 -3.708 -4.221 -0.06
C 1.227 -3.545 -4.914 -0.01
C 0.173 -2.837 -4.297 -0.21
O -1.046 -2.568 -4.824 -0.10
C -1.414 -3.107 -6.108 -0.04
C 0.356 -2.338 -3.013 -0.07
N -0.735 -1.655 -2.387 0.10
C -0.677 -0.457 -1.743 -0.07
C 0.417 0.467 -1.963 -0.27
C 0.364 1.748 -1.224 -0.04
C 0.755 1.916 0.061 -0.02
C 0.693 3.236 0.680 -0.20
C 1.438 3.573 1.835 -0.01
C 1.436 4.871 2.343 -0.06
C 0.629 5.856 1.751 -0.08
C -0.122 5.543 0.612 -0.08
C -0.093 4.252 0.086 -0.04
O 1.309 0.233 -2.793 0.13
N -1.920 -0.207 -1.262 0.01
C -2.353 0.985 -0.550 0.02
C -2.743 -1.297 -1.541 0.03
C -2.005 -2.185 -2.235 0.04
H 2.420 -1.359 0.620 0.10
H 3.155 -2.844 -0.070 0.10
H 3.458 -1.233 -0.839 0.11
H 3.567 -3.302 -2.424 0.11
H 3.242 -4.263 -4.688 0.12
H 1.094 -3.949 -5.920 0.11
H -2.442 -2.770 -6.244 0.09
H -0.771 -2.704 -6.906 0.10
H -1.370 -4.209 -6.099 0.10
H 0.138 2.590 -1.887 0.13
H 1.233 1.093 0.603 0.12
H 2.027 2.786 2.307 0.09
H 2.053 5.124 3.209 0.11
H 0.608 6.872 2.147 0.10
H -0.743 6.294 0.122 0.10
H -0.677 4.011 -0.803 0.09
H -3.404 0.827 -0.279 0.10
H -1.762 1.114 0.368 0.09
H -2.244 1.889 -1.168 0.10
H -3.779 -1.337 -1.241 0.13
H -2.280 -3.126 -2.671 0.14
H -0.237 0.420 2.003 0.04
C -0.451 0.241 3.042 0.01
C -1.692 -0.355 3.413 -0.54
O -2.068 -0.709 4.521 0.04
O -2.527 -0.523 2.323 -0.07
C -3.749 -1.116 2.776 -0.27
C -4.697 -1.343 1.627 -0.09
C 0.572 0.348 4.029 -0.54
O 0.502 0.053 5.214 0.04
O 1.757 0.842 3.513 -0.08
C 2.719 0.892 4.579 -0.27
C 4.052 1.370 4.065 -0.09
H -3.522 -2.077 3.258 0.13
H -4.204 -0.443 3.516 0.13
H -5.628 -1.744 2.043 0.08
H -4.935 -0.409 1.102 0.06
H -4.299 -2.084 0.923 0.06
H 2.340 1.573 5.355 0.13
H 2.832 -0.116 5.005 0.12
H 4.738 1.413 4.917 0.07
H 4.471 0.665 3.335 0.07
H 3.992 2.373 3.625 0.06
```

***

Here is one molecule with the formula C28H32N4O3 from OMol25. Energies are from wB97M-V/def2-TZVPD.

## Properties
SMILES	O=C(C(=O)N1CCN(c2ccccc2)CC1)c1cn(CC(=O)N2CCCCCC2)c2ccccc12
Kohn-Sham gap	0.3041	Ha
molecular weight	472.6	g/mol
HOMO	-7.9866	eV
relative energy (zero: lowest compared OMol25 entry of this formula, charge and spin)	0.0564	eV

Structure (XYZ):
```
67
Properties=species:S:1:pos:R:3:lowdin_charge:R:1
O 0.159 -2.945 -2.009 0.10
C 0.237 -2.088 -1.144 -0.30
C -0.590 -0.903 -1.117 -0.08
C -1.655 -0.693 -1.973 0.02
N -2.261 0.479 -1.706 -0.04
C -1.593 1.096 -0.671 -0.17
C -1.839 2.322 -0.066 0.00
C -1.007 2.696 0.967 -0.08
C 0.037 1.872 1.390 -0.08
C 0.285 0.656 0.790 -0.02
C -0.534 0.251 -0.261 -0.10
H 1.081 0.022 1.143 0.09
H 0.662 2.198 2.209 0.10
H -1.167 3.642 1.462 0.10
H -2.651 2.954 -0.389 0.11
C -3.426 1.005 -2.361 -0.02
H -3.772 0.287 -3.109 0.14
H -3.172 1.941 -2.873 0.14
C -4.585 1.370 -1.411 -0.45
O -4.982 2.522 -1.394 0.05
N -5.144 0.404 -0.661 -0.03
C -4.749 -0.986 -0.647 -0.13
H -4.282 -1.239 -1.599 0.11
C -3.784 -1.318 0.500 -0.16
H -3.038 -0.527 0.583 0.10
C -4.475 -1.472 1.850 -0.20
H -5.153 -2.328 1.822 0.11
H -3.710 -1.682 2.598 0.11
C -5.255 -0.227 2.267 -0.19
H -5.553 -0.345 3.311 0.11
H -4.609 0.651 2.205 0.12
C -6.510 -0.006 1.421 -0.18
H -7.252 0.542 2.006 0.11
H -6.954 -0.973 1.175 0.11
C -6.278 0.818 0.159 -0.14
H -7.185 0.794 -0.460 0.13
H -6.096 1.861 0.429 0.12
H -3.260 -2.244 0.260 0.12
H -5.651 -1.596 -0.557 0.13
H -1.995 -1.347 -2.754 0.15
C 1.168 -2.271 0.053 -0.41
O 0.717 -2.628 1.128 0.09
N 2.478 -2.063 -0.176 -0.04
C 3.038 -1.545 -1.399 -0.10
H 2.256 -1.417 -2.147 0.13
C 3.722 -0.206 -1.103 -0.13
N 4.734 -0.398 -0.087 -0.11
C 5.861 0.419 -0.074 -0.23
C 6.595 0.600 -1.251 -0.03
C 7.747 1.359 -1.259 -0.09
C 8.209 1.951 -0.095 -0.11
C 7.497 1.774 1.077 -0.09
C 6.336 1.024 1.092 -0.03
H 5.792 0.926 2.019 0.10
H 7.841 2.234 1.993 0.10
H 9.113 2.541 -0.103 0.10
H 8.296 1.481 -2.182 0.10
H 6.270 0.124 -2.164 0.10
C 4.162 -0.878 1.150 -0.15
H 4.958 -1.053 1.874 0.12
C 3.451 -2.210 0.884 -0.10
H 2.924 -2.554 1.775 0.13
H 4.190 -2.960 0.583 0.14
H 3.444 -0.156 1.575 0.13
H 4.171 0.190 -2.012 0.12
H 2.957 0.511 -0.755 0.13
H 3.780 -2.257 -1.778 0.14
```

***

Here is C28H32N4O3 as an isolated structure from OMol25. Energies are from wB97M-V/def2-TZVPD.

## Properties
Kohn-Sham gap	0.2438	Ha
molecular weight	472.6	g/mol
HOMO	-8.0149	eV
relative energy (zero: lowest compared OMol25 entry of this formula, charge and spin)	22.9536	eV

Structure (XYZ):
```
67
Properties=species:S:1:pos:R:3:lowdin_charge:R:1
C 0.951 2.226 -2.239 -0.03
C 1.511 2.220 -0.915 -0.19
N 2.698 1.816 -0.499 -0.01
N 2.734 1.842 0.824 0.11
C 1.638 2.331 1.118 -0.23
C 0.666 2.660 0.255 -0.03
C -0.711 3.184 0.499 -0.12
C -1.771 2.588 0.003 -0.03
C -3.098 3.090 0.407 -0.33
O -3.265 4.165 0.847 0.17
C -4.053 2.077 0.475 -0.10
O -5.279 1.949 0.622 0.12
N -3.222 0.632 -0.034 -0.05
C -3.742 -0.436 0.003 -0.32
H -4.750 -0.550 0.328 0.13
H -3.158 -1.236 0.617 0.15
C -3.905 -1.117 -1.444 -0.23
N -4.619 -2.306 -1.501 -0.29
C -3.556 -3.230 -1.381 -0.09
H -2.875 -3.342 -1.940 -0.04
H -4.253 -4.283 -1.427 0.16
H -3.341 -3.121 -0.173 0.15
C -5.264 -2.330 -2.792 -0.12
H -4.633 -2.379 -3.535 0.01
H -6.004 -1.490 -3.223 0.14
H -5.686 -3.382 -2.843 0.10
H -2.951 -1.136 -2.012 0.11
H -4.547 -0.056 -2.016 0.20
C -1.937 1.073 -0.122 -0.23
C -0.848 0.218 0.612 -0.25
C 0.053 -0.431 -0.164 -0.07
C 0.976 -1.251 0.475 0.03
C 1.101 -1.093 2.005 -0.12
C 0.083 -0.502 2.617 -0.06
C -0.891 0.247 1.932 -0.01
H -1.549 1.117 2.485 0.20
H 0.142 -0.295 3.543 0.05
C 2.176 -1.792 3.015 -0.51
C 1.604 -2.831 3.716 -0.11
H 0.935 -3.490 3.242 0.09
H 1.050 -2.503 4.604 0.10
H 2.297 -3.306 4.455 0.12
C 2.905 -0.815 3.542 -0.13
H 2.376 -0.489 4.355 0.08
H 3.790 -1.173 3.858 0.06
H 3.458 -0.026 2.838 0.14
H 2.915 -2.421 2.069 0.20
H 1.863 -1.975 0.109 0.14
H 0.049 -0.523 -1.296 0.14
H -1.820 1.015 -1.261 0.16
O -0.669 4.610 0.713 0.06
H -1.629 4.835 0.852 0.09
H 1.676 2.819 2.205 0.18
C 3.602 0.948 -1.080 -0.28
C 4.034 1.323 -2.349 -0.09
C 4.944 0.763 -2.905 -0.19
C 5.493 -0.464 -2.557 -0.01
C 5.074 -0.736 -1.140 -0.04
C 4.198 0.067 -0.517 -0.12
H 4.025 -0.284 0.763 0.20
H 5.705 -1.637 -0.781 0.13
H 6.331 -0.972 -2.910 0.07
H 5.243 0.956 -4.180 0.19
H 3.324 2.215 -2.845 0.18
H 1.354 2.951 -2.838 0.05
H -0.141 2.265 -2.318 0.09
H 1.190 1.200 -2.767 0.13
```

***

Here is C28H33BCoN14O2S as an isolated structure from OMol25. Energies are from wB97M-V/def2-TZVPD.

## Properties
Kohn-Sham gap	0.2482	Ha
molecular weight	699.5	g/mol
HOMO	-10.4878	eV
total charge	+1
relative energy (zero: lowest compared OMol25 entry of this formula, charge and spin)	1.0206	eV

Structure (XYZ):
```
80
Properties=species:S:1:pos:R:3:lowdin_charge:R:1
Co -0.086 -0.069 -0.330 0.66
C -2.426 2.262 2.032 -0.01
C -2.181 1.087 1.330 -0.08
N -1.004 1.168 0.729 -0.01
N -0.453 2.380 1.012 0.08
C -1.313 3.042 1.804 -0.03
B 0.921 2.727 0.316 -0.62
N 0.629 2.537 -1.200 0.05
C 0.505 3.444 -2.175 -0.02
C -0.125 2.843 -3.248 -0.01
C -0.367 1.539 -2.826 -0.11
N 0.121 1.360 -1.598 -0.03
N 1.888 1.627 0.766 0.05
C 3.021 1.676 1.475 -0.02
C 3.363 0.388 1.836 0.00
C 2.353 -0.410 1.310 -0.12
N 1.490 0.346 0.637 -0.01
N 1.511 4.085 0.558 -0.01
C 1.175 5.189 1.277 -0.07
C 2.135 6.141 1.068 -0.05
C 3.046 5.528 0.187 -0.14
N 2.676 4.301 -0.120 0.07
H -3.288 2.507 2.625 0.11
H -2.776 0.194 1.246 0.12
H -1.097 4.028 2.164 0.11
H 0.874 4.446 -2.039 0.13
H -0.375 3.285 -4.195 0.11
H -0.850 0.737 -3.350 0.08
H 3.499 2.620 1.672 0.13
H 4.207 0.073 2.421 0.11
H 2.205 -1.468 1.402 0.11
H 0.297 5.242 1.892 0.10
H 2.175 7.129 1.490 0.10
H 3.953 5.932 -0.232 0.11
N -5.894 -1.585 4.853 0.12
C -4.673 -1.749 4.251 -0.31
C -4.449 -2.822 3.379 -0.02
C -3.232 -2.972 2.749 -0.06
C -2.219 -2.041 2.969 -0.32
C -2.420 -0.982 3.852 -0.08
C -3.637 -0.833 4.481 -0.02
S -0.662 -2.243 2.217 0.63
O 0.269 -1.412 2.922 -0.29
O -0.413 -3.638 2.027 -0.27
N -0.752 -1.562 0.700 -0.12
C -1.519 -2.063 -0.302 -0.43
N -1.317 -1.288 -1.398 0.06
C -2.016 -1.573 -2.496 -0.11
C -2.884 -2.641 -2.525 -0.02
C -3.032 -3.358 -1.339 -0.07
N -2.376 -3.076 -0.223 0.17
H -6.532 -2.361 4.859 0.10
H -5.957 -0.973 5.647 0.10
H -5.235 -3.549 3.217 0.12
H -3.050 -3.813 2.097 0.10
H -1.611 -0.293 4.053 0.11
H -3.790 -0.018 5.177 0.12
H -1.866 -0.953 -3.369 0.11
H -3.434 -2.895 -3.418 0.11
H -3.727 -4.189 -1.282 0.12
C 1.035 -1.593 -3.141 -0.15
C 2.142 -2.106 -4.102 -0.14
N 3.428 -2.129 -3.426 -0.16
C 3.783 -0.772 -3.029 -0.13
C 2.668 -0.141 -2.151 -0.12
N 1.622 -1.156 -1.859 -0.14
C 2.278 -2.338 -1.248 -0.12
C 3.303 -2.959 -2.235 -0.14
H 0.310 -2.376 -2.932 0.11
H 0.516 -0.745 -3.581 0.09
H 2.221 -1.464 -4.981 0.12
H 1.914 -3.115 -4.446 0.12
H 3.944 -0.179 -3.929 0.12
H 4.728 -0.813 -2.486 0.12
H 2.199 0.697 -2.661 0.11
H 3.068 0.222 -1.206 0.11
H 1.501 -3.049 -0.962 0.13
H 2.790 -2.013 -0.353 0.09
H 2.994 -3.958 -2.543 0.12
H 4.282 -3.044 -1.765 0.12
```

***

Here is C28H33Cl2N6O4SSn as an isolated structure from OMol25. Energies are from wB97M-V/def2-TZVPD.

## Properties
Kohn-Sham gap	0.2480	Ha
molecular weight	739.3	g/mol
HOMO	-10.1866	eV
total charge	+1
relative energy (zero: lowest compared OMol25 entry of this formula, charge and spin)	1.6670	eV

Structure (XYZ):
```
75
Properties=species:S:1:pos:R:3:lowdin_charge:R:1
Sn 0.434 0.376 -0.324 1.18
O 0.057 4.257 1.540 -0.10
C -0.975 5.037 1.004 -0.17
C -1.663 4.325 -0.148 -0.24
C -1.739 4.756 -1.525 0.00
C -2.261 3.920 -2.463 -0.10
C -2.679 2.665 -2.138 -0.08
C -2.592 2.340 -0.818 -0.16
N -2.090 3.131 0.161 0.10
H -0.245 3.402 1.873 0.06
H -0.508 5.936 0.583 0.13
H -1.668 5.215 1.810 0.12
H -1.472 5.785 -1.800 0.12
H -2.428 4.321 -3.455 0.11
H -3.099 1.971 -2.880 0.12
H -2.924 1.390 -0.408 0.11
N 2.064 -0.597 -2.390 0.05
C 1.297 -1.482 -3.200 -0.27
C 1.344 -2.845 -3.147 -0.04
C 0.569 -3.668 -3.976 -0.05
C -0.241 -3.051 -4.917 -0.05
C -0.276 -1.676 -5.052 -0.15
C -0.932 -0.975 -6.111 -0.02
C -1.006 0.358 -6.069 -0.05
C -0.424 1.060 -4.980 -0.14
N 0.246 0.482 -4.072 0.11
C 0.439 -0.852 -4.088 -0.18
H 2.183 0.334 -2.667 0.02
H 2.886 -1.054 -2.020 0.10
H 2.022 -3.201 -2.403 0.11
H 0.653 -4.727 -3.931 0.10
H -0.904 -3.660 -5.546 0.12
H -1.291 -1.613 -6.996 0.15
H -1.507 0.911 -6.813 0.09
H -0.565 2.120 -4.837 0.11
Cl 0.356 -2.672 6.366 0.71
C 0.678 -2.154 4.758 -0.67
C 1.572 -2.791 3.929 -0.09
C 1.850 -2.375 2.646 -0.61
Cl 2.942 -3.230 1.650 0.79
C 1.255 -1.186 2.218 -0.35
O 1.586 -0.755 0.984 -0.33
C 0.357 -0.477 3.049 -0.14
C -0.288 0.740 2.682 -0.14
O -0.048 1.403 1.662 -0.18
C 0.029 -1.003 4.316 -0.04
H 2.076 -3.651 4.340 0.12
H -0.856 1.218 3.463 0.14
H -0.818 -0.583 4.898 0.14
C -2.128 -4.548 2.204 -0.01
N -2.013 -3.097 1.921 -0.14
C -2.982 -2.247 2.506 -0.06
C -1.347 -2.635 0.828 -0.45
C -0.172 -3.418 0.286 0.00
O -1.396 -1.428 0.488 -0.12
H -2.274 -4.608 3.306 0.10
H -1.230 -5.001 1.812 0.06
H -3.084 -4.998 1.775 0.12
H -3.847 -2.026 1.914 0.09
H -2.552 -1.225 2.573 0.09
H -3.289 -2.515 3.482 0.08
H -0.315 -4.535 0.164 0.10
H 0.736 -3.386 0.965 0.03
H 0.030 -3.002 -0.705 0.07
C 3.265 3.803 2.996 -0.05
N 2.750 3.573 1.673 -0.04
C 2.865 2.419 1.057 -0.84
N 3.573 1.441 1.592 0.15
S 2.235 2.286 -0.549 0.61
H 2.943 4.795 3.239 0.09
H 4.369 3.856 2.992 0.11
H 2.816 3.132 3.730 0.10
H 1.972 4.155 1.386 0.10
H 3.979 1.492 2.512 0.11
H 3.699 0.541 1.091 0.13
```